{"formula": "C14H43BNO12PS7", "method": "ωB97M-V/def2-TZVPD", "e_tot_ev": -127083.0267, "fmax_ev_per_a": 1.45, "homo_ev": -7.7, "charge": 0, "homo_lumo_gap_ev": 8.0, "species": ["S", "S", "S", "S", "S", "S", "S", "P", "O", "O", "O", "O", "O", "O", "O", "O", "O", "O", "O", "O", "N", "C", "C", "C", "C", "C", "C", "C", "C", "C", "C", "C", "C", "C", "C", "B", "H", "H", "H", "H", "H", "H", "H", "H", "H", "H", "H", "H", "H", "H", "H", "H", "H", "H", "H", "H", "H", "H", "H", "H", "H", "H", "H", "H", "H", "H", "H", "H", "H", "H", "H", "H", "H", "H", "H", "H", "H", "H", "H"], "xyz": [[-4.70961, -1.24288, -4.21447], [3.65251, 1.32528, 1.31142], [-5.31189, -2.43278, 4.06290], [-0.68531, -1.14070, 2.81852], [4.21953, 5.56748, -0.54668], [4.71589, 1.20127, -3.67233], [-2.44640, -4.27872, -0.75927], [1.72548, -1.00228, -0.90813], [0.58338, -1.37949, 2.06823], [5.14657, -2.14741, 3.15262], [3.42585, 0.03397, 2.18539], [-1.85729, -2.91859, -0.95448], [3.27441, 6.53856, -1.16155], [4.05156, -0.09321, -3.34847], [-4.17632, -2.62601, 3.11816], [-5.36566, -2.47317, -3.69363], [4.93943, 1.93345, 1.55487], [5.84946, -2.21406, 0.84719], [2.47086, 2.15299, 1.42436], [3.73870, 0.61296, -0.09973], [1.17972, -2.46918, -0.93672], [4.27876, 1.58025, -5.37212], [5.62952, 6.51437, 0.04102], [3.57850, 5.14464, 1.07185], [-5.54864, 0.14634, -3.44382], [3.48824, -1.23022, 1.40769], [3.36410, -0.80755, -0.07194], [-2.82458, -4.38965, 0.99108], [3.72452, 2.49563, -2.92040], [-0.27608, 0.04293, 4.10774], [-4.71622, -1.34800, 5.36492], [-6.41381, -1.23700, 3.30020], [-1.65489, -0.01279, 1.82362], [-4.14017, -4.17216, -1.33139], [-5.36805, -0.97302, -5.86472], [4.90513, -1.88173, 1.81031], [-7.19869, -0.96579, 4.00615], [3.19713, 1.51353, -5.48747], [2.66591, 4.57370, 0.92600], [-4.26836, -0.46052, 4.91733], [-6.45701, -0.99993, -5.82841], [6.24240, -1.45710, 0.41738], [2.06158, -0.46599, -2.16053], [4.63565, 2.57944, -5.62166], [6.29294, 5.85839, 0.60463], [-4.62167, -3.31383, -0.86355], [0.91294, -0.02853, -0.29422], [-2.53664, 0.28761, 2.38988], [2.63392, -1.78679, 1.79819], [-5.01470, -0.01367, -6.24276], [0.27375, -2.49650, -0.47339], [0.37962, -0.45787, 4.81741], [5.52924, -1.40340, 3.60038], [6.15010, 6.90683, -0.83009], [3.36751, 6.05762, 1.62968], [5.27381, 7.33538, 0.66336], [4.76666, 0.84423, -6.00763], [-1.03932, 0.84939, 1.56265], [-5.19116, 1.07587, -3.88675], [-5.54561, -1.07483, 6.01711], [2.68237, 2.36665, -3.21371], [-4.99709, -1.77628, -6.49768], [0.23894, 0.89456, 3.66201], [-1.95864, -0.55374, 0.92885], [3.82367, 2.39753, -1.84245], [4.08746, -1.28067, -0.74068], [4.09772, 3.47034, -3.23442], [-3.38061, -5.30772, 1.18540], [-3.40456, -3.52066, 1.29885], [-1.19126, 0.35874, 4.60915], [-5.84104, -0.35950, 2.99996], [-6.62477, 0.03891, -3.57975], [-4.12936, -4.03661, -2.40799], [-1.88042, -4.41432, 1.53263], [-3.96844, -1.89866, 5.93192], [4.30924, 4.52416, 1.58973], [-6.85404, -1.71099, 2.42537], [-5.30133, 0.12603, -2.38440], [-4.66508, -5.09454, -1.07868]], "forces_ev_per_angstrom": [[0.049, -0.057, 0.013], [-0.410, 0.625, 0.248], [0.046, -0.041, -0.044], [0.119, -0.095, 0.027], [0.009, -0.034, 0.007], [-0.013, 0.047, 0.040], [0.077, 0.163, 0.088], [-0.695, -0.930, 0.043], [-0.103, 0.064, 0.053], [-0.448, -0.289, -1.072], [0.112, 0.347, -0.242], [-0.121, 0.085, 0.083], [0.001, 0.006, -0.006], [0.055, -0.019, 0.048], [-0.113, 0.165, 0.150], [-0.063, 0.057, -0.061], [-1.010, -0.524, -0.037], [-0.375, 0.064, 1.017], [1.188, -0.800, -0.239], [0.004, 0.052, 0.121], [0.340, 0.667, 0.073], [0.000, 0.022, -0.054], [0.045, 0.015, 0.029], [-0.004, 0.081, 0.065], [-0.024, 0.059, 0.009], [0.570, 0.182, 0.041], [-0.235, 0.533, -0.001], [-0.020, -0.088, -0.045], [-0.019, 0.050, -0.020], [0.002, 0.055, 0.033], [0.001, 0.038, 0.043], [-0.039, 0.045, 0.003], [-0.055, 0.034, -0.088], [-0.044, -0.119, 0.083], [-0.029, 0.036, -0.042], [0.311, -0.416, 0.062], [-0.007, -0.005, -0.009], [0.004, -0.014, 0.028], [0.008, -0.021, -0.011], [-0.002, -0.013, -0.023], [0.007, -0.015, 0.023], [0.043, 0.177, -0.583], [0.084, 0.219, 0.118], [0.003, -0.006, -0.002], [-0.001, -0.002, -0.008], [0.023, 0.012, 0.004], [0.236, 0.208, -0.035], [-0.009, -0.008, -0.019], [0.009, -0.145, -0.436], [0.008, -0.008, -0.007], [0.025, -0.380, -0.097], [-0.005, -0.017, -0.016], [0.305, 0.419, 0.569], [-0.019, -0.008, -0.010], [0.026, 0.031, -0.056], [-0.022, -0.005, -0.012], [0.005, -0.008, 0.017], [0.000, -0.021, 0.011], [0.005, 0.002, 0.011], [0.006, -0.006, 0.008], [0.009, -0.024, -0.009], [0.011, -0.007, 0.019], [0.010, -0.021, -0.027], [0.003, -0.060, -0.034], [0.016, -0.007, -0.018], [-0.036, -0.196, 0.296], [0.000, -0.001, 0.010], [0.010, -0.006, 0.007], [0.058, -0.062, -0.061], [0.005, 0.004, 0.020], [0.019, -0.019, 0.001], [0.010, -0.028, -0.004], [-0.005, 0.044, -0.042], [0.024, 0.010, -0.035], [-0.001, -0.015, -0.020], [-0.021, -0.039, 0.003], [0.014, -0.017, 0.006], [0.017, -0.019, -0.007], [0.017, -0.002, 0.001]], "lowdin_charge": [0.82, 0.59, 0.83, 0.83, 0.79, 0.82, 0.82, 0.77, -0.56, 0.17, -0.18, -0.57, -0.55, -0.57, -0.56, -0.56, -0.25, 0.17, -0.26, -0.24, -0.26, -0.27, -0.27, -0.27, -0.27, -0.13, -0.35, -0.27, -0.27, -0.25, -0.27, -0.27, -0.25, -0.28, -0.27, -0.52, 0.05, 0.06, 0.04, 0.05, 0.06, 0.11, -0.01, 0.05, 0.05, 0.06, 0.01, 0.04, 0.12, 0.05, -0.08, 0.05, 0.10, 0.05, 0.06, 0.06, 0.05, 0.06, 0.05, 0.05, 0.07, 0.05, 0.06, 0.05, 0.02, 0.12, 0.05, 0.06, 0.02, 0.05, 0.06, 0.06, 0.02, 0.05, 0.05, 0.04, 0.05, 0.05, 0.06]}